Entry 1:
DFT (wB97M-V/def2-TZVPD) results for a molecular structure, C4H10NP in a non-equilibrium geometry.

The geometry in XYZ format:
```
16
C4H10NP | the OMol25 dataset | wB97M-V/def2-TZVPD
C 2.90222 -0.30508 0.51212
C -2.05281 -1.12798 -0.37424
C -0.27070 2.18772 -0.04736
C -0.50686 -1.15074 -0.16921
N 1.90139 0.21497 -0.00227
P 0.55838 0.17233 -0.96657
H 3.43972 0.33932 1.13376
H 3.30393 -1.29956 0.47566
H -2.26608 -1.01821 -1.47868
H -2.62926 -2.04468 -0.03906
H -2.57317 -0.28053 0.02234
H -0.83466 1.89951 0.84629
H -0.88305 2.81755 -0.79677
H 0.42272 2.82834 0.29603
H -0.14187 -2.14128 -0.36295
H -0.36991 -1.09167 0.95091
```

Results
Calculated total energy ... -15085.954 eV
Kohn-Sham gap ... 0.3217 Ha
Spin multiplicity ... 1
Relative energy (zero: lowest compared OMol25 entry of this formula, charge and spin) ... 226.2 kJ/mol
Strongest force on any atom ... 5.2 eV Å⁻¹

=====

Entry 2:
DFT (wB97M-V/def2-TZVPD) results for C21H32N4O in the gas phase in a non-equilibrium geometry.

The geometry in XYZ format:
```
58
C21H32N4O | the OMol25 dataset | wB97M-V/def2-TZVPD
C 6.32007 1.21553 -0.66524
C 4.97163 0.54674 -0.93111
C 3.98869 1.56269 -1.50390
C 4.43871 -0.08657 0.35872
C 3.29706 -1.08762 0.14416
N 2.04981 -0.43786 -0.21990
C 1.19252 -1.19216 -1.11220
C 0.34361 -2.25717 -0.40556
N -0.39712 -1.62944 0.66612
C -1.46393 -2.45364 1.20702
C -2.73781 -2.10446 0.48021
C -3.52829 -3.04782 -0.15853
C -4.66256 -2.64985 -0.84797
C -5.01676 -1.31563 -0.91988
C -4.22979 -0.36412 -0.27607
N -4.53562 1.00033 -0.32136
C -5.69388 1.59158 -0.70150
C -5.51873 2.94625 -0.57235
C -4.20419 3.08887 -0.10299
N -3.62900 1.91383 0.04559
C -3.10154 -0.76783 0.42382
C 0.50538 -1.03182 1.62208
C 1.29559 0.08426 0.91321
C 0.35645 1.20004 0.43649
C -0.11825 2.12298 1.56070
O -1.02768 3.09055 1.10428
H 6.21384 1.99209 0.08934
H 7.05147 0.49153 -0.31181
H 6.70386 1.67299 -1.57431
H 5.12220 -0.24945 -1.66938
H 3.02410 1.09550 -1.67255
H 4.36168 1.96344 -2.44421
H 3.85500 2.38799 -0.80796
H 4.11157 0.70503 1.03411
H 5.25597 -0.62316 0.84755
H 3.19690 -1.69753 1.05681
H 3.58031 -1.76300 -0.66704
H 0.51657 -0.48530 -1.60026
H 1.80702 -1.65986 -1.88435
H 0.99494 -3.06913 -0.02618
H -0.36428 -2.68733 -1.11786
H -1.59003 -2.22487 2.26976
H -1.24746 -3.52891 1.11978
H -3.25879 -4.09327 -0.12194
H -5.27302 -3.38739 -1.34753
H -5.88904 -1.02426 -1.48322
H -6.55082 1.03083 -1.01215
H -6.22700 3.72075 -0.78190
H -3.66744 3.98749 0.12794
H -2.49850 -0.02531 0.91848
H 1.20836 -1.77260 2.04909
H -0.07015 -0.60632 2.44531
H 2.01346 0.50965 1.62160
H -0.51846 0.75169 -0.03646
H 0.88106 1.80037 -0.30790
H 0.72540 2.67989 1.97852
H -0.57099 1.53267 2.37220
H -1.79208 2.63811 0.71264
```

Results
Calculated total energy ... -30303.711 eV
Kohn-Sham gap ... 0.3180 Ha
Spin multiplicity ... 1
Relative energy (zero: lowest compared OMol25 entry of this formula, charge and spin) ... 56.3 kJ/mol
Strongest force on any atom ... 1.0 eV Å⁻¹

=====

Entry 3:
DFT (wB97M-V/def2-TZVPD) results for C5H9N in the gas phase in a non-equilibrium geometry.

The geometry in XYZ format:
```
15
C5H9N | the OMol25 dataset | wB97M-V/def2-TZVPD
C 1.81000 -0.91819 0.71020
N 0.89802 -0.09559 1.04965
C -0.41759 -0.31219 0.48430
C -0.95706 -1.51772 0.71588
C -0.70556 0.44259 -0.80046
C -0.38159 1.93675 -0.64571
H 2.23173 -1.41548 1.59690
H 2.26985 -1.09296 -0.26956
H -1.92856 -1.77910 0.32100
H -0.32804 -2.24274 1.21363
H -0.04849 -0.04145 -1.53397
H -1.70502 0.14263 -1.12760
H -0.91736 2.63616 -1.28344
H -0.50414 2.18894 0.40828
H 0.68382 2.06837 -0.83910
```

Results
Calculated total energy ... -6817.497 eV
Kohn-Sham gap ... 0.3231 Ha
Spin multiplicity ... 1
Relative energy (zero: lowest compared OMol25 entry of this formula, charge and spin) ... 337.5 kJ/mol
Strongest force on any atom ... 3.2 eV Å⁻¹

=====

Entry 4:
DFT (wB97M-V/def2-TZVPD) results for C4H5NO in the gas phase in a non-equilibrium geometry.

The geometry in XYZ format:
```
11
C4H5NO | the OMol25 dataset | wB97M-V/def2-TZVPD
C -1.53416 -0.53694 0.39548
C -0.33245 0.25811 0.56825
C 0.94965 -0.44177 0.23478
O 1.44749 0.27727 -0.92700
C 1.26048 1.56848 -0.90449
N 1.16180 2.72099 -0.99285
H -1.64650 -0.29006 -0.68991
H -1.49284 -1.63312 0.46720
H -2.41664 -0.10349 0.86908
H 1.66249 -0.32551 1.06416
H 0.94069 -1.49397 -0.08469
```

Results
Calculated total energy ... -7761.344 eV
Kohn-Sham gap ... 0.3035 Ha
Spin multiplicity ... 1
Relative energy (zero: lowest compared OMol25 entry of this formula, charge and spin) ... 500.0 kJ/mol
Strongest force on any atom ... 1.0 eV Å⁻¹

=====

Entry 5:
DFT (wB97M-V/def2-TZVPD) results for C5H5NO in the gas phase in a non-equilibrium geometry.

The geometry in XYZ format:
```
12
C5H5NO | the OMol25 dataset | wB97M-V/def2-TZVPD
C 1.41017 -0.95410 1.26248
C 1.12621 0.25231 1.90757
C -0.07839 0.78809 -0.61703
C -0.82978 0.43941 0.57009
C -0.30046 -0.71234 -0.23431
N 0.72592 -1.45815 0.28470
O 1.43948 1.14699 2.59452
H 2.14390 -1.60600 1.72539
H -0.56475 1.22062 -1.48807
H 0.96741 1.06100 -0.53337
H -1.86015 0.67325 0.75511
H -0.94077 -1.30054 -0.88542
```

Results
Calculated total energy ... -8798.947 eV
Kohn-Sham gap (spin up / spin down) ... 0.2730 / 0.2728 Ha
Spin multiplicity ... 1
Relative energy (zero: lowest compared OMol25 entry of this formula, charge and spin) ... 431.5 kJ/mol
Strongest force on any atom ... 4.1 eV Å⁻¹

=====

Entry 6:
DFT (wB97M-V/def2-TZVPD) results for C6H15NO2 in the gas phase in a non-equilibrium geometry.

The geometry in XYZ format:
```
24
C6H15NO2 | the OMol25 dataset | wB97M-V/def2-TZVPD
C -0.84128 -1.76067 -0.92239
C 0.25105 -0.73095 -1.19386
C -0.28328 0.57650 -1.79006
C 1.09559 -0.50130 0.06935
N 2.30452 0.21744 -0.33471
C 0.44949 0.23941 1.27559
C -0.86045 1.05801 1.22039
O -0.78403 2.16174 2.08472
O -1.92858 0.22576 1.60624
H -1.45358 -1.90484 -1.80975
H -0.40166 -2.71820 -0.65086
H -1.47862 -1.43001 -0.10589
H 0.93964 -1.17445 -1.92657
H 0.28068 1.41785 -1.40197
H -0.16545 0.57451 -2.86789
H -1.34516 0.70181 -1.57531
H 1.35509 -1.50956 0.44861
H 2.97522 0.24600 0.42600
H 2.74399 -0.25191 -1.11804
H 1.20414 0.94507 1.62455
H 0.27397 -0.48957 2.06508
H -1.04855 1.51159 0.24156
H -0.56089 1.85115 2.97372
H -2.72183 0.74462 1.66148
```

Results
Calculated total energy ... -12050.147 eV
Kohn-Sham gap ... 0.3728 Ha
Spin multiplicity ... 1
Relative energy (zero: lowest compared OMol25 entry of this formula, charge and spin) ... 122.0 kJ/mol
Strongest force on any atom ... 1.0 eV Å⁻¹

=====

Which value of calculated total energy does entry 2 give? -30303.711 eV

=====

Look up the spin multiplicity of the sixth one. 1

=====

Which of these has the highest strongest force on any atom? C4H10NP

=====

The highest strongest force on any atom belongs to which entry? C4H10NP